Entry 1:
C27H19BrN5O2Pb as an isolated structure. Source: the OMol25 dataset; level of theory: ωB97M-V/def2-TZVPD.

Geometry as XYZ:
```
55
Properties=species:S:1:pos:R:3:forces:R:3
Pb -2.05891 -1.33211 0.49239 -0.206 -0.107 -0.181
O 0.61445 -3.06057 3.20958 0.015 0.002 -0.015
C -0.20416 -2.82388 2.36554 -0.025 -0.022 0.008
O -0.75407 -1.64348 2.15514 -0.002 0.036 0.030
C -0.69026 -3.94130 1.44434 0.015 0.021 -0.026
C -0.22532 -5.24649 1.64071 -0.004 -0.003 0.007
C -0.68192 -6.23107 0.80830 0.001 0.001 -0.002
C -1.59970 -5.92516 -0.21962 -0.006 0.004 0.007
C -2.11549 -6.90534 -1.10175 -0.007 0.003 -0.008
C -3.01122 -6.55829 -2.06988 0.004 -0.004 0.002
C -3.43221 -5.21610 -2.20200 0.002 0.005 0.003
C -2.95033 -4.24711 -1.36849 -0.004 -0.001 -0.008
C -2.02227 -4.58412 -0.36130 -0.021 -0.030 0.039
N -1.54462 -3.62466 0.48792 0.061 0.021 0.027
H 0.47404 -5.42966 2.44306 0.001 0.003 -0.001
H -0.34815 -7.25429 0.92971 -0.001 0.000 0.000
H -1.78914 -7.93130 -0.99037 0.001 0.000 0.000
H -3.40639 -7.30817 -2.74080 0.000 0.000 -0.001
H -4.14589 -4.95806 -2.97279 0.000 0.001 -0.001
H -3.28282 -3.22003 -1.47860 0.004 0.002 -0.001
N 4.26911 5.48908 -0.07712 -0.008 -0.008 0.009
C 5.08469 6.43468 -0.65669 0.010 0.012 -0.012
C 5.99809 7.31013 -0.17352 -0.016 -0.017 0.007
C 6.61776 8.11815 -1.15649 0.006 0.010 -0.022
C 6.35263 8.07129 -2.56815 0.003 0.002 0.009
C 5.44605 7.20452 -3.06434 0.003 0.003 -0.004
C 4.76939 6.33984 -2.09889 -0.006 -0.007 0.014
N 3.87882 5.44565 -2.32241 0.001 0.002 0.002
C 3.54775 4.89512 -1.05093 0.003 0.007 -0.006
C 2.59211 3.87927 -0.92220 0.000 -0.005 -0.009
C 1.96218 3.39912 -2.09636 0.001 -0.001 0.003
C 1.02081 2.38797 -1.96012 0.009 0.021 0.010
N 0.69394 1.86629 -0.78242 0.105 0.090 0.014
C 1.28975 2.31854 0.33517 0.001 -0.035 0.014
C 2.23755 3.31384 0.32723 0.002 0.003 0.003
H 4.22343 5.27813 0.91176 0.000 0.000 0.000
H 6.25650 7.41002 0.87209 0.002 0.001 -0.001
H 7.35795 8.83638 -0.81490 0.001 0.001 -0.002
H 6.89711 8.74610 -3.21474 0.003 0.002 0.003
H 5.20326 7.12251 -4.11636 -0.001 -0.002 -0.001
H 2.20855 3.80751 -3.06573 0.001 0.000 -0.002
H 0.51590 1.98870 -2.83031 -0.004 0.002 0.001
H 0.98880 1.85042 1.26382 -0.002 0.001 -0.001
H 2.68056 3.63340 1.26118 0.002 -0.001 -0.001
Br -7.78832 -3.45273 3.92386 -0.007 -0.002 0.004
C -6.26156 -2.86772 3.03106 0.000 -0.001 -0.002
C -4.99868 -3.17745 3.52271 0.006 0.000 -0.001
C -3.89627 -2.72755 2.82941 -0.012 0.023 0.007
N -3.99815 -2.00719 1.70322 0.065 -0.008 0.103
C -5.21934 -1.70489 1.24035 0.005 -0.025 -0.017
C -6.37500 -2.11416 1.86819 0.002 0.004 -0.005
H -4.87622 -3.75334 4.42841 -0.001 0.000 0.000
H -2.89548 -2.93339 3.18770 0.002 -0.003 0.001
H -5.26820 -1.11518 0.33204 -0.002 0.002 0.000
H -7.34106 -1.85189 1.46242 -0.001 -0.001 0.002
```
Forces are in eV/Å.

Values from the calculation:
net charge: +3

Here are the Mulliken charges for atoms 1 to 2, given in e:
1. Pb 1.06
2. O -0.58

=====

Entry 2:
C27H19Cl2F5N3O2RhS3 as an isolated structure. Source: the OMol25 dataset; level of theory: ωB97M-V/def2-TZVPD.

Geometry as XYZ:
```
62
Properties=species:S:1:pos:R:3:forces:R:3
Rh 1.50334 -1.01197 -1.08337 0.874 -0.019 0.192
Cl 3.86270 -0.55976 -0.45772 0.134 -0.215 -0.100
C 4.43944 -2.11217 0.12631 -0.081 0.043 0.037
C 5.80461 -2.26583 0.26706 0.013 -0.013 -0.004
C 6.29096 -3.46607 0.75479 0.008 0.024 0.015
C 5.40079 -4.47142 1.09723 -0.006 -0.005 0.002
C 4.03981 -4.28236 0.94046 0.010 -0.027 0.011
Cl 2.98042 -5.57308 1.40361 0.011 0.008 -0.017
C 3.49687 -3.08985 0.43273 -0.080 0.002 0.043
S 1.75983 -2.93704 0.26088 -0.463 -0.072 -0.024
H 6.46942 -1.45803 -0.00547 -0.003 0.008 0.008
H 7.35483 -3.61466 0.87472 0.001 -0.005 -0.013
H 5.75394 -5.41561 1.48751 -0.003 0.000 0.001
C -2.57863 5.39736 -0.32577 -0.012 0.017 0.019
C -2.79589 4.33493 0.71698 0.002 0.004 0.072
C -2.98903 3.00580 0.36335 0.010 0.039 -0.060
C -3.18391 2.01987 1.32072 0.003 -0.005 0.027
C -3.15726 2.35032 2.66811 0.104 -0.037 -0.043
N -3.30416 1.38702 3.69478 0.119 0.022 0.160
C -3.03595 0.03994 3.70841 -0.119 0.021 -0.023
O -3.64392 -0.71626 4.43818 0.034 -0.005 0.020
N -2.06168 -0.45796 2.85268 -0.019 -0.071 -0.104
C -0.88568 0.11410 2.36035 -0.038 0.067 0.078
C -0.27325 1.24255 2.89444 -0.060 -0.031 0.015
C 0.87194 1.72283 2.28977 0.031 -0.004 0.001
C 1.39237 1.06644 1.19125 0.022 -0.040 -0.018
N 0.83693 -0.04743 0.70781 -0.067 0.595 -0.192
C -0.27115 -0.51212 1.28422 0.106 -0.019 -0.009
C -2.99193 3.68213 3.03799 0.058 -0.016 -0.004
C -2.81972 4.65760 2.07231 -0.019 0.014 -0.031
H -2.54831 4.96561 -1.32487 0.003 -0.003 -0.003
H -1.63900 5.92592 -0.15640 0.006 -0.007 -0.008
H -3.37738 6.14085 -0.30227 -0.008 -0.006 -0.005
H -2.99697 2.72843 -0.68304 0.004 0.140 0.250
H -3.35984 0.99687 1.01389 0.027 -0.023 0.005
H -3.87525 1.65070 4.48259 -0.074 -0.024 -0.047
H -2.14822 -1.45833 2.75500 0.058 -0.011 0.074
H -0.67294 1.72521 3.77320 -0.099 0.049 0.000
H 1.36500 2.60546 2.67158 0.011 -0.005 -0.009
H 2.28105 1.42152 0.69097 -0.020 0.042 -0.031
H -0.68209 -1.42807 0.88078 -0.036 0.028 -0.038
H -2.99001 3.94796 4.08887 0.023 -0.006 0.001
H -2.69219 5.68933 2.37935 0.005 0.002 0.004
F -0.66283 -3.37588 -1.79317 0.085 0.049 -0.027
C -1.16632 -2.14080 -1.93922 -0.047 -0.027 0.089
C -0.39551 -1.01734 -1.66983 -0.437 -0.275 0.226
C -1.07292 0.19492 -1.76539 -0.028 -0.022 -0.097
F -0.46159 1.35763 -1.47303 -0.006 -0.011 0.021
C -2.40005 0.29209 -2.14519 0.031 -0.091 -0.010
F -2.99551 1.48733 -2.24645 -0.027 -0.118 -0.271
C -3.12434 -0.85199 -2.42232 -0.011 0.015 0.014
F -4.40629 -0.76980 -2.77811 0.000 0.004 -0.013
C -2.50195 -2.07854 -2.31061 0.042 -0.010 -0.020
F -3.19224 -3.19622 -2.54777 -0.002 0.003 -0.007
C 2.27815 -2.27469 -5.79357 0.017 -0.005 -0.002
O 2.22548 -0.99476 -5.14403 0.057 0.009 0.061
C 2.09101 -0.98041 -3.83624 0.157 0.018 -0.131
S 1.99243 0.49156 -3.02776 -0.490 0.167 0.345
S 1.98696 -2.35444 -2.86346 0.193 -0.159 -0.428
H 3.14081 -2.84050 -5.44289 0.001 0.008 0.004
H 2.37114 -2.05736 -6.85204 -0.003 -0.007 0.000
H 1.36370 -2.83154 -5.59291 -0.001 -0.002 -0.009
```
Forces are in eV/Å.

Values from the calculation:
net charge: 0

Here are the Mulliken charges for atoms 1 to 2, given in e:
1. Rh -0.04
2. Cl -0.10

=====

Entry 3:
C27H19MnN3O3P as an isolated structure in a non-equilibrium geometry. Source: the OMol25 dataset; level of theory: ωB97M-V/def2-TZVPD.

Geometry as XYZ:
```
54
Properties=species:S:1:pos:R:3:forces:R:3
Mn 0.33163 -0.04262 0.07899 0.712 0.597 0.129
C -1.19418 1.02021 6.64288 -0.009 0.004 -0.038
C -2.23523 0.41348 5.95201 -0.008 -0.005 0.008
C -2.09051 0.08975 4.61090 -0.049 -0.019 0.039
C -0.88744 0.38134 3.97439 0.462 -0.103 -0.103
C 0.16819 0.97544 4.66595 -0.001 -0.014 0.015
C 0.00829 1.29654 6.00373 -0.002 -0.013 -0.005
P -0.71875 0.15004 2.20011 -1.001 0.466 -0.244
C -1.94688 -1.01610 1.57928 0.131 -0.075 0.153
C -2.68546 -0.72310 0.42844 -0.106 -0.001 0.044
C -3.56294 -1.67055 -0.08815 0.003 -0.024 -0.023
C -3.70325 -2.89691 0.53549 0.007 -0.004 0.009
C -2.94869 -3.20283 1.66928 0.014 -0.001 -0.002
C -2.06375 -2.27748 2.18202 0.058 -0.071 -0.068
C -1.10660 1.71334 1.36838 0.191 -0.039 0.146
C -1.97181 2.73518 1.74754 0.003 0.085 0.004
C -1.99316 3.88269 0.96989 0.000 -0.011 0.004
C -1.15927 4.00721 -0.14343 0.031 0.001 0.071
C -0.30561 2.97988 -0.52796 0.054 -0.003 -0.223
C -0.32140 1.82758 0.22846 -0.235 -0.271 0.480
H -1.32277 1.28401 7.68462 0.015 -0.042 -0.011
H -3.16564 0.18975 6.45733 0.013 0.024 -0.014
H -2.90632 -0.37583 4.07224 0.021 0.012 0.008
H 1.10136 1.19084 4.15855 -0.004 -0.001 0.018
H 0.82176 1.75737 6.54823 -0.024 0.005 -0.015
H -2.62972 0.25482 -0.02906 0.012 0.054 -0.036
H -4.14749 -1.43598 -0.96773 0.016 0.002 0.011
H -4.40546 -3.62191 0.14514 0.036 -0.005 -0.004
H -3.05261 -4.16852 2.14610 -0.011 0.015 -0.011
H -1.46324 -2.52254 3.05040 -0.033 0.001 0.009
H -2.58221 2.64341 2.63850 0.019 0.033 -0.015
H -2.64662 4.70129 1.24228 0.017 -0.009 -0.020
H -1.16984 4.92318 -0.72037 -0.032 -0.008 0.018
H 0.34184 3.08925 -1.38846 -0.061 -0.029 -0.026
O 4.45787 0.78327 1.71690 0.017 0.020 -0.055
C 4.84137 -0.41730 1.22592 0.027 0.004 0.018
C 6.15034 -0.87223 1.34223 0.036 0.021 0.012
C 6.49919 -2.12213 0.86592 0.009 0.002 0.013
C 5.54991 -2.95644 0.28238 -0.016 -0.027 -0.010
C 4.24900 -2.51731 0.17550 -0.017 -0.067 0.002
C 3.88372 -1.24440 0.62562 -0.015 0.106 -0.018
C 2.49826 -0.83540 0.43423 -0.131 -0.050 0.025
O 1.55501 -1.66170 0.28075 0.225 -0.213 0.216
O 2.14457 0.41920 0.38416 -0.066 -0.230 0.281
H 5.22591 1.25259 2.06390 -0.017 -0.035 -0.007
H 6.89174 -0.23826 1.81572 -0.002 -0.017 -0.018
H 7.52497 -2.45527 0.95863 -0.015 0.013 0.001
H 5.82783 -3.93499 -0.08230 0.005 0.013 0.008
H 3.48465 -3.14321 -0.26684 0.030 0.029 -0.004
N -0.54884 -0.00041 -6.40249 0.024 -0.002 0.024
C -0.17314 0.09831 -5.31710 -0.049 -0.077 0.321
N 0.28712 0.25031 -4.09774 0.226 0.241 -0.651
C 0.20135 0.06181 -2.91064 -0.208 -0.131 0.455
N 0.17476 -0.08004 -1.72120 -0.303 -0.151 -0.919
```
Forces are in eV/Å.

Values from the calculation:
net charge: +1
multiplicity: 4
<S²>: 4.120

Here are the Mulliken charges for atoms 1 to 2, given in e:
1. Mn -0.75
2. C -0.47

=====

Entry 4:
C27H20AsF5N5O5PS6Zr as an isolated structure. Source: the OMol25 dataset; level of theory: ωB97M-V/def2-TZVPD.

Geometry as XYZ:
```
71
Properties=species:S:1:pos:R:3:forces:R:3
Zr 0.15826 -0.00393 -0.03715 0.325 0.306 0.154
N -1.03368 0.57571 4.19929 0.055 0.037 0.011
C -0.86283 -0.23543 3.16328 0.090 -0.010 -0.157
N -0.42828 0.47557 2.14005 0.070 0.046 0.115
C -0.30894 1.73098 2.64078 -0.241 0.124 0.144
N -0.67518 1.83977 3.89643 0.120 -0.071 -0.054
C 0.18484 2.81933 1.80484 0.026 0.093 -0.184
C 0.38067 4.11398 2.26812 -0.031 0.002 0.018
N 0.85763 5.07406 1.48447 0.002 0.017 0.007
C 1.15660 4.72864 0.23754 0.013 -0.055 -0.095
C 0.97848 3.43735 -0.23749 -0.110 0.054 0.013
N 0.47500 2.49331 0.54345 0.147 -0.107 0.143
H -1.14679 0.27412 5.15706 0.042 0.008 0.013
H -1.03668 -1.29718 3.16645 0.030 -0.003 0.001
H 0.14588 4.36291 3.29494 -0.003 -0.010 0.002
H 1.56453 5.49152 -0.41456 -0.004 0.029 0.036
H 1.24864 3.15486 -1.24664 0.012 0.004 0.001
O -3.80348 1.48346 -0.20165 0.052 0.063 -0.008
C -2.79219 1.18434 -0.80170 -0.080 -0.085 -0.197
O -1.58785 1.18160 -0.31740 -0.200 0.082 0.194
C -2.83212 0.79963 -2.28775 0.048 -0.088 0.088
P -1.21032 0.06441 -2.72790 0.207 0.200 -0.079
C -1.63209 -0.96635 -4.17299 -0.046 0.052 -0.033
C -1.98723 -2.29002 -3.94107 -0.017 -0.057 0.042
C -2.38563 -3.10175 -4.99556 0.001 -0.006 0.024
C -2.43529 -2.59671 -6.28376 0.006 0.044 -0.009
C -2.08018 -1.27280 -6.52338 -0.015 -0.053 -0.012
C -1.68065 -0.46252 -5.47398 0.032 0.021 0.024
C -0.23906 1.41325 -3.47880 -0.094 0.171 0.051
C 1.00023 1.07683 -4.03017 0.051 0.009 0.004
C 1.84675 2.06357 -4.50700 0.005 -0.042 -0.001
C 1.47642 3.40097 -4.43713 -0.017 0.021 0.010
C 0.25571 3.74625 -3.87642 0.018 0.010 -0.008
C -0.59343 2.75835 -3.39227 0.010 -0.041 -0.040
H -3.09450 1.67523 -2.88377 -0.020 -0.003 -0.013
H -3.61458 0.05820 -2.45183 0.021 -0.021 0.021
H -1.90681 -2.71138 -2.94547 0.000 0.023 0.009
H -2.62288 -4.13920 -4.79849 0.001 -0.003 -0.011
H -2.73398 -3.23431 -7.10728 0.001 -0.002 -0.001
H -2.10667 -0.87572 -7.53110 0.000 0.002 -0.001
H -1.39323 0.56409 -5.66763 0.000 0.000 0.010
H 1.32467 0.04102 -4.05457 -0.005 0.003 0.011
H 2.81099 1.78257 -4.91085 0.000 0.001 -0.005
H 2.14612 4.17004 -4.80225 -0.003 0.005 0.001
H -0.03647 4.78704 -3.80011 0.007 0.003 -0.002
H -1.52692 3.05139 -2.92870 -0.009 -0.008 0.004
S 3.20247 -2.46620 -2.79411 0.094 -0.054 -0.094
As 1.20753 -2.45630 -2.12582 0.024 0.127 -0.267
S 0.82404 -2.23922 0.80324 -0.134 -0.167 0.384
S -1.19360 -1.98872 0.34729 -0.241 -0.348 -0.222
S 0.27138 -4.29978 -2.39065 0.038 -0.252 0.001
C 4.16390 -0.54945 -0.09343 -0.112 0.077 0.025
S 2.99566 0.76596 0.02273 0.158 -0.105 -0.154
O 3.71542 2.01004 0.02665 0.015 0.035 -0.073
O 2.14775 0.51023 1.20103 -0.044 -0.040 0.205
O 2.04057 0.62565 -1.13044 -0.216 -0.082 -0.201
H 5.02161 -0.26517 0.51135 -0.008 -0.008 0.023
H 4.41147 -0.69139 -1.14298 0.042 0.039 -0.011
H 3.69803 -1.45972 0.27648 -0.032 0.005 -0.028
F -1.31561 -5.13654 9.19781 0.000 0.007 -0.005
C -0.70766 -4.26824 8.36265 -0.026 -0.003 0.010
C 0.65235 -4.35007 8.12354 0.009 0.029 -0.025
F 1.36528 -5.31156 8.74085 0.013 0.002 0.000
C 1.27107 -3.45902 7.26871 -0.051 -0.035 0.043
F 2.59342 -3.60606 7.10244 0.011 0.006 -0.008
C 0.58773 -2.43152 6.59383 0.006 0.106 -0.062
S 1.36170 -1.31747 5.52833 -0.077 -0.065 0.194
C -0.78688 -2.39841 6.87430 0.021 -0.042 0.028
F -1.57180 -1.45510 6.29553 0.001 0.010 -0.007
C -1.42728 -3.27571 7.72555 0.008 -0.006 0.004
F -2.75203 -3.17324 7.94521 0.006 -0.003 0.002
```
Forces are in eV/Å.

Values from the calculation:
net charge: -2

Here are the Mulliken charges for atoms 1 to 2, given in e:
1. Zr 0.50
2. N 0.45

=====

Record order is preserved below.
ΔE to the lowest compared entry with this formula, charge and spin: 0.00, 0.00, 34.71, 26.75 kcal/mol